No. 1
The following is a quantum chemistry calculation of a molecular structure, C4H2FLiO4Ru in a non-equilibrium geometry, from OMol25.

The expectation value of S² is 8.76. Its calculated total energy is -655.3376 Eh. The multiplicity is 6. The calculation puts the HOMO energy (spin up / spin down) at -0.83086 / -0.82962 Ha. The value obtained for the frontier orbital gap (spin up / spin down) is 8.574 / 5.589 eV. Its total charge is +3.

```
13
C4H2FLiO4Ru (ωB97M-V with the def2-TZVPD basis set)
O 1.510 -1.306 -0.063
C -0.752 -0.624 -0.374
Ru 3.258 0.731 1.098
O -2.038 2.088 -1.164
H 0.031 -2.649 -0.627
O 0.449 0.575 0.017
F -1.224 -1.172 0.841
C 0.286 -1.608 -0.848
Li -2.308 -0.273 -1.788
H 0.599 -1.521 -1.894
C -1.690 2.348 -0.066
O -1.937 1.842 0.991
C 1.512 -0.089 0.338
```

=====

No. 2
The following is a quantum chemistry calculation of a gas-phase ion, C7H12NO5S2 (charge +1) in a non-equilibrium geometry, from OMol25.

Its calculated total energy is -1500.8180 Eh. The multiplicity is 1. The calculation puts the HOMO energy at -0.52301 Ha. The energy relative to the best compared isomer or geometry (same formula, charge and spin) is 8.6 kJ/mol. The value obtained for the frontier orbital gap is 10.201 eV. Its total charge is +1. The SMILES is C=CS(=O)(=O)O[S@](=O)(C=C)=[N+](C)C(C)=O.

```
27
C7H12NO5S2 (ωB97M-V with the def2-TZVPD basis set)
C -3.681 -0.126 -0.962
H -0.352 -2.967 2.866
H 0.075 -3.405 1.118
C -0.185 -1.356 1.547
H -3.152 0.148 -1.869
O -2.620 2.190 0.135
N 1.225 0.209 -0.413
S -2.833 0.808 0.400
S -0.080 -0.843 -0.120
C -0.354 -2.694 1.808
H -4.695 -1.730 -1.481
O 0.109 1.374 1.257
H 1.921 2.902 -1.064
H 2.412 -0.836 -1.685
H 3.244 0.694 -1.167
H -4.837 -1.309 0.362
O -2.796 0.106 1.647
O -0.047 -1.860 -1.129
H 1.778 0.847 -2.272
C 2.246 0.222 -1.464
O -1.323 0.066 -0.506
H 2.808 2.388 0.497
C -4.419 -1.130 -0.632
H 1.330 3.480 0.528
C 1.773 2.592 -0.044
C 0.976 1.420 0.397
H -0.186 -0.524 2.244
```